Density functional theory data (ωB97M-V with the def2-TZVPD basis set) for one molecule with the formula C2H3FO2.

Results
Structure (SMILES) = O=C(O)CF
Maximum force = 2.28 eV/A
Relative energy (zero: lowest compared OMol25 entry of this formula, charge and spin) = 0.087 eV
LUMO energy = 0.7 eV
Net charge = 0

Each line ends with the Löwdin charge.
Atoms and positions in Å:
O 0.993594 -0.061777 -1.398411  0.15
C 0.341380 0.242545 -0.458823  -0.49
O -0.068522 1.530993 -0.174764  0.08
C -0.265222 -0.713563 0.574535  -0.14
F -0.438395 -1.856099 -0.111637  0.00
H 0.393589 2.024666 -0.871414  0.12
H -1.244927 -0.250035 0.942915  0.15
H 0.288503 -0.916731 1.497599  0.13

Atoms 1-2, force components in eV/Å:
O 0.37 -0.03 -0.42
C -0.98 0.93 1.84